Record 1
Below is one molecule with the formula C7H14O2S in a non-equilibrium geometry, with properties calculated with ωB97M-V with the def2-TZVPD basis set.

Properties
- M (g mol⁻¹) = 162.254
- energy relative to the best compared isomer or geometry (same formula, charge and spin) (kJ/mol) = 0.00
- frontier orbital gap (spin up / spin down) (eV) = 6.2 / 6.5
- 2S+1 = 3
- E_LUMO (spin up / spin down) (eV) = 0.8 / -2.4

Positions of all 24 atoms, in Å:
C: 0.06 1.64 -0.03
C: 2.89 0.38 -0.29
C: -3.47 0.71 -0.36
C: 1.04 -1.74 1.36
C: 1.72 -0.19 -1.09
C: -2.30 -0.25 0.12
C: 0.52 0.04 -0.17
O: -0.26 2.24 0.94
O: 0.63 -0.44 1.15
S: -0.99 -0.46 -1.06
H: 0.00 2.05 -1.07
H: 2.95 -0.37 0.60
H: 2.51 1.41 -0.08
H: 3.85 0.35 -0.90
H: -3.78 0.40 -1.35
H: -4.40 0.68 0.15
H: -3.18 1.77 -0.21
H: 2.17 -2.02 1.28
H: 0.43 -2.30 0.69
H: 0.88 -1.93 2.36
H: 1.84 -1.29 -1.22
H: 1.65 0.29 -2.05
H: -2.85 -1.18 0.26
H: -1.90 0.22 0.98

Atomic partial charges in e from the natural (NBO) method, atoms 1 to 2:
1. C -0.067
2. C -0.620

=====

Record 2
Below is C14H8BrCuNO2S2 as an isolated structure in a non-equilibrium geometry, with properties calculated with ωB97M-V with the def2-TZVPD basis set.

Properties
- total charge = -1
- M (g mol⁻¹) = 429.807
- energy relative to the best compared isomer or geometry (same formula, charge and spin) (kJ/mol) = 33.36
- frontier orbital gap (eV) = 7.3
- E_LUMO (eV) = 2.6

Positions of all 29 atoms, in Å:
Cu: 0.21 0.66 0.56
S: 0.29 -2.17 1.46
C: 1.57 -1.54 0.53
N: 1.84 -0.18 0.46
C: 3.07 0.12 -0.10
C: 3.72 1.41 -0.09
C: 5.08 1.44 -0.23
C: 5.83 0.33 -0.59
C: 5.17 -0.93 -0.63
C: 3.81 -1.01 -0.43
S: 2.90 -2.49 -0.38
H: 3.17 2.30 -0.04
H: 5.68 2.30 -0.15
H: 6.87 0.46 -0.78
H: 5.78 -1.87 -0.90
Br: -6.16 -2.68 -0.84
C: -5.04 -1.28 -0.45
C: -3.67 -1.34 -0.71
C: -2.80 -0.34 -0.32
C: -3.35 0.71 0.41
C: -4.75 0.83 0.66
C: -5.56 -0.18 0.16
C: -2.48 1.88 0.79
O: -3.05 2.76 1.39
O: -1.18 1.85 0.44
H: -3.33 -2.25 -1.14
H: -1.80 -0.28 -0.58
H: -5.17 1.66 1.16
H: -6.64 -0.16 0.34

Atomic partial charges in e from the natural (NBO) method, atoms 1 to 2:
1. Cu 0.781
2. S -0.257

=====

Record 3
Below is a 15-piece molecular cluster, C24H66O31S5 overall in a non-equilibrium geometry, with properties calculated with ωB97M-V with the def2-TZVPD basis set.

Properties
- M (g mol⁻¹) = 1011.096
- frontier orbital gap (eV) = 9.5
- E_LUMO (eV) = -0.7

Positions of all 126 atoms, in Å:
O: 2.52 -0.10 -4.09
S: 1.92 -1.42 -4.39
O: 2.22 -2.62 -3.57
O: 0.31 -1.22 -4.61
C: -0.62 -2.13 -3.98
C: -2.00 -1.42 -4.13
C: 2.34 -1.86 -6.13
H: -0.54 -2.31 -2.91
H: -0.68 -3.09 -4.50
H: -2.05 -0.84 -5.05
H: -2.11 -0.71 -3.31
H: -2.84 -2.10 -4.03
H: 3.42 -1.88 -6.24
H: 1.80 -1.16 -6.76
H: 1.93 -2.84 -6.38
O: -9.11 -0.50 2.21
S: -8.84 -1.34 1.05
O: -9.75 -1.33 -0.13
O: -7.28 -1.22 0.53
C: -6.81 0.08 0.19
C: -5.93 0.66 1.28
C: -8.75 -3.11 1.69
H: -7.65 0.75 -0.04
H: -6.31 0.08 -0.78
H: -6.44 1.02 2.17
H: -5.47 1.56 0.88
H: -5.22 -0.11 1.57
H: -7.86 -3.27 2.29
H: -8.72 -3.71 0.78
H: -9.74 -3.29 2.12
O: 4.54 -2.51 0.66
S: 5.50 -3.17 1.54
O: 5.72 -4.60 1.32
O: 6.94 -2.35 1.43
C: 7.48 -2.28 0.11
C: 8.40 -1.08 0.01
C: 5.12 -2.82 3.32
H: 6.72 -2.17 -0.66
H: 8.03 -3.16 -0.24
H: 7.68 -0.28 -0.09
H: 9.00 -1.19 -0.89
H: 8.92 -0.85 0.94
H: 5.65 -3.56 3.92
H: 4.05 -2.82 3.49
H: 5.61 -1.89 3.62
O: 1.79 1.85 -6.65
S: 1.74 3.25 -6.23
O: 1.50 4.33 -7.26
O: 0.61 3.43 -4.97
C: 0.30 2.30 -4.13
C: -0.74 2.75 -3.05
C: 3.34 3.69 -5.33
H: 1.24 2.01 -3.67
H: -0.05 1.44 -4.71
H: -0.44 3.71 -2.63
H: -0.80 2.09 -2.19
H: -1.75 2.94 -3.41
H: 4.11 3.61 -6.11
H: 3.51 3.01 -4.50
H: 3.16 4.67 -4.88
O: -2.39 1.36 0.28
S: -1.77 0.05 0.38
O: -2.29 -1.14 -0.27
O: -0.11 0.22 0.25
C: 0.51 -0.85 -0.47
C: 2.02 -0.84 -0.22
C: -1.78 -0.37 2.27
H: 0.44 -0.56 -1.52
H: 0.12 -1.85 -0.29
H: 2.27 -1.22 0.78
H: 2.47 0.13 -0.43
H: 2.46 -1.59 -0.88
H: -2.79 -0.64 2.56
H: -1.47 0.58 2.70
H: -0.97 -1.08 2.44
O: 0.73 2.46 3.75
H: 1.06 1.57 3.66
H: 1.37 2.90 4.32
O: -4.29 0.00 5.10
H: -5.04 0.37 5.56
H: -3.84 0.75 4.71
O: -3.48 3.22 1.91
H: -3.07 2.81 1.15
H: -3.12 4.11 1.93
O: 1.74 -0.16 4.07
H: 2.48 -0.52 4.55
H: 1.15 -0.90 3.94
O: -4.44 2.15 -1.67
H: -3.82 1.70 -1.09
H: -4.38 1.66 -2.50
O: 0.49 -2.94 4.03
H: -0.05 -3.60 4.46
H: 0.84 -3.39 3.26
O: -2.37 2.21 4.34
H: -1.49 2.56 4.48
H: -2.65 2.59 3.50
C: 4.22 1.98 2.98
C: 4.26 0.66 2.26
O: 5.09 0.79 1.15
C: 5.83 1.95 1.34
O: 6.83 2.28 0.73
O: 5.30 2.64 2.46
H: 4.21 1.64 4.02
H: 3.29 2.53 2.88
H: 3.34 0.50 1.68
H: 4.52 -0.19 2.88
C: 0.83 5.26 0.05
C: 0.33 4.03 0.83
O: 1.22 3.02 0.35
C: 2.22 3.54 -0.41
O: 3.22 2.99 -0.82
O: 1.96 4.86 -0.65
H: 1.03 6.17 0.60
H: 0.07 5.37 -0.72
H: -0.65 3.69 0.48
H: 0.51 4.03 1.90
C: -2.24 -3.83 1.54
C: -2.77 -4.37 0.19
O: -4.14 -4.61 0.40
C: -4.49 -3.90 1.49
O: -5.67 -3.71 1.85
O: -3.42 -3.51 2.22
H: -1.63 -2.94 1.34
H: -1.64 -4.60 2.03
H: -2.21 -5.28 -0.02
H: -2.57 -3.65 -0.60

Atomic partial charges in e from the Mulliken method, atoms 1 to 2:
1. O -0.480
2. S 1.119

=====

Record 4
Below is C12H10CdN8O4S as an isolated structure, with properties calculated with ωB97M-V with the def2-TZVPD basis set.

Properties
- M (g mol⁻¹) = 474.743
- energy relative to the best compared isomer or geometry (same formula, charge and spin) (kJ/mol) = 12.75
- frontier orbital gap (eV) = 8.5
- E_LUMO (eV) = -0.4

Positions of all 36 atoms, in Å:
Cd: -0.92 -0.93 0.71
O: 1.50 -2.47 -2.81
C: 0.97 -1.76 -1.84
O: -0.20 -1.44 -1.76
C: 1.96 -1.39 -0.77
C: 3.31 -1.63 -0.82
C: 4.09 -1.26 0.27
C: 3.49 -0.66 1.37
C: 2.11 -0.47 1.35
N: 1.38 -0.83 0.30
C: 1.35 0.19 2.51
O: 2.03 0.66 3.41
O: 0.07 0.21 2.39
H: 0.79 -2.99 -3.26
H: 3.74 -2.11 -1.69
H: 5.16 -1.43 0.26
H: 4.04 -0.35 2.24
C: -1.55 4.64 0.16
C: -2.51 3.52 0.27
N: -3.79 3.62 0.37
N: -4.23 2.33 0.46
C: -3.26 1.42 0.41
S: -3.40 -0.25 0.50
N: -2.14 2.19 0.28
N: -0.87 1.65 0.19
H: -2.10 5.57 0.23
H: -1.02 4.60 -0.79
H: -0.81 4.59 0.97
H: -5.21 2.13 0.56
H: -0.37 1.99 -0.62
H: -0.35 1.73 1.07
N: -1.06 -3.10 0.66
C: -0.82 -3.93 -0.13
N: -0.51 -4.90 -0.91
C: -0.46 -4.66 -2.20
N: -0.39 -4.49 -3.35

Atomic partial charges in e from the natural (NBO) method, atoms 1 to 2:
1. Cd 1.660
2. O -0.676

=====

Number 1: electronic energy -22409.90897 eV. Number 2: electronic energy -156588.62383 eV. Number 3: electronic energy -143602.15474 eV. Number 4: electronic energy -48117.98654 eV.